Entry 1:
The following is a quantum chemistry calculation of a structure of composition C26H54BrCaClF4MgNO16PS2, from OMol25.

Each line ends with the Mulliken charge.
Positions of all 108 atoms, in Å:
1 C 5.199 2.545 3.597  -0.959
2 C 4.163 1.698 2.737  -1.236
3 C 4.330 0.131 2.924  0.000
4 Cl 5.899 -0.327 2.048  0.124
5 C 3.106 -0.592 2.229  -0.265
6 O 1.943 -0.091 2.857  0.074
7 C 1.131 0.720 1.990  -0.206
8 C -0.276 0.106 1.636  -0.523
9 O -1.284 0.430 2.578  -0.402
10 C -1.117 -0.292 3.812  -0.138
11 P -1.171 0.998 5.211  0.099
12 N -0.378 0.322 6.649  -0.573
13 O -0.207 2.340 4.815  -0.354
14 C 3.135 -2.180 2.419  0.216
15 C 3.951 -2.666 3.663  -1.280
16 F 1.821 -2.641 2.578  -0.295
17 H 5.599 3.432 3.020  0.408
18 H 6.073 1.903 3.862  0.609
19 H 4.688 3.043 4.582  0.405
20 H 3.137 2.059 3.025  0.635
21 H 4.354 1.920 1.634  0.573
22 H 4.378 -0.034 4.026  0.533
23 H 3.167 -0.415 1.123  0.367
24 H 1.627 1.035 1.028  -0.157
25 H 0.912 1.677 2.555  0.410
26 H -0.583 0.576 0.660  0.233
27 H -0.199 -0.998 1.423  0.300
28 H -0.211 -0.956 3.837  0.039
29 H -2.016 -0.954 3.957  0.399
30 H 0.302 -0.379 6.335  0.258
31 H -1.132 -0.118 7.181  0.310
32 H 0.730 2.090 4.734  0.272
33 H 3.549 -2.697 1.518  0.251
34 H 5.050 -2.474 3.589  0.284
35 H 3.586 -2.159 4.590  0.310
36 H 3.830 -3.777 3.765  0.395
37 C 3.193 7.552 3.426  0.282
38 F 2.211 7.529 4.329  -0.196
39 F 2.733 8.227 2.373  -0.161
40 F 4.182 8.278 3.948  -0.193
41 S 3.752 5.849 2.972  1.254
42 O 2.568 5.186 2.421  -0.608
43 O 4.219 5.245 4.216  -0.632
44 O 4.817 6.020 1.983  -0.630
45 Ca 4.071 3.006 0.566  1.407
46 C -3.725 -4.344 -0.305  -0.231
47 C -2.322 -4.538 0.276  -0.713
48 C -1.322 -4.016 -0.759  -0.748
49 S -2.181 -2.749 -1.690  1.244
50 O -2.326 -3.197 -3.053  -0.679
51 O -1.620 -1.449 -1.367  -0.586
52 C -3.751 -2.926 -0.862  -0.865
53 H -4.499 -4.492 0.449  0.433
54 H -3.893 -5.065 -1.108  0.021
55 H -2.228 -3.963 1.203  0.310
56 H -2.127 -5.583 0.519  0.352
57 H -0.442 -3.581 -0.286  0.376
58 H -1.022 -4.798 -1.456  0.433
59 H -4.563 -2.756 -1.567  0.398
60 H -3.790 -2.188 -0.058  0.375
61 O 7.549 3.822 -0.916  -0.581
62 H 8.326 4.190 -0.478  0.315
63 H 7.823 3.725 -1.835  0.308
64 C -8.491 -1.799 -3.752  -0.582
65 O -8.736 -3.135 -4.185  -0.327
66 C -8.353 -4.072 -3.314  0.851
67 O -7.842 -3.875 -2.243  -0.553
68 O -8.637 -5.266 -3.840  -0.326
69 C -8.280 -6.369 -3.009  -0.498
70 H -8.841 -1.131 -4.537  0.235
71 H -9.046 -1.582 -2.838  0.287
72 H -7.424 -1.631 -3.602  0.238
73 H -8.826 -6.335 -2.066  0.293
74 H -7.203 -6.384 -2.830  0.156
75 H -8.556 -7.280 -3.537  0.232
76 O 2.475 6.475 -0.272  -0.531
77 C 2.261 7.553 -0.769  0.471
78 O 2.994 8.653 -0.504  -0.311
79 C 2.415 9.791 -1.166  -0.434
80 C 1.593 9.213 -2.298  -0.504
81 C 1.138 7.886 -1.718  -0.415
82 H 1.803 10.338 -0.444  0.266
83 H 3.206 10.447 -1.525  0.315
84 H 0.775 9.862 -2.611  0.327
85 H 2.231 9.035 -3.167  0.264
86 H 0.211 7.985 -1.149  0.273
87 H 1.035 7.122 -2.487  0.302
88 Br 3.978 2.302 5.693  0.004
89 C -3.717 -6.551 -4.844  -1.106
90 C -3.055 -7.143 -3.631  0.796
91 O -3.100 -6.586 -2.553  -0.505
92 C -2.333 -8.453 -3.804  -1.201
93 H -4.196 -5.610 -4.572  0.241
94 H -2.971 -6.354 -5.616  0.370
95 H -4.478 -7.235 -5.224  0.371
96 H -1.527 -8.340 -4.531  0.345
97 H -3.033 -9.221 -4.138  0.343
98 H -1.906 -8.760 -2.850  0.293
99 C 1.004 -0.453 -4.628  -0.906
100 C 0.242 0.737 -4.076  -0.055
101 O -1.141 0.443 -3.982  -0.525
102 H 0.624 -0.725 -5.614  0.269
103 H 2.072 -0.232 -4.711  0.318
104 H 0.875 -1.327 -3.983  0.243
105 H 0.354 1.601 -4.733  0.319
106 H 0.614 1.010 -3.078  0.019
107 H -1.236 -0.315 -3.393  0.273
108 Mg 8.276 -0.612 0.909  0.264

Relative energy (zero: lowest compared OMol25 entry of this formula, charge and spin) (kJ/mol): 161.3
Spin multiplicity: 1
Net charge: +2
Orbital gap (eV): 2.07
Lowest unoccupied orbital energy (eV): -10.282
E_HOMO (eV): -12.35
Energy (Ha): -7729.89507

---

Entry 2:
The following is a quantum chemistry calculation of a cluster of 3 separate species, C26H54ClIN5O4S in total, from OMol25.

Each line ends with the Mulliken spin population.
Positions of all 92 atoms, in Å:
1 C -1.267 -1.132 -4.102  0.000
2 C -1.879 -0.146 -3.093  0.000
3 C -1.286 -0.357 -1.706  0.000
4 I -2.529 0.501 -0.154  0.007
5 N 0.069 0.217 -1.657  -0.001
6 C 0.709 0.223 -0.449  0.001
7 N 1.228 1.383 0.121  0.000
8 N 0.865 -0.898 0.182  0.001
9 C 1.455 -1.057 1.520  0.004
10 C 1.136 -2.453 2.027  -0.003
11 C 1.547 -3.565 1.052  -0.008
12 C 0.563 -4.748 1.049  0.000
13 S -0.443 -4.581 -0.418  0.000
14 O 0.107 -5.333 -1.499  0.000
15 O -0.724 -3.173 -0.589  0.000
16 Cl -2.169 -5.449 0.142  0.000
17 H -0.202 -1.289 -3.907  0.000
18 H -1.770 -2.100 -4.041  0.000
19 H -1.373 -0.756 -5.122  0.000
20 H -1.710 0.891 -3.406  0.000
21 H -2.958 -0.302 -3.025  0.000
22 H -1.233 -1.423 -1.474  0.000
23 H 0.036 1.169 -2.012  0.000
24 H 0.506 1.883 0.636  0.000
25 H 1.658 1.993 -0.566  0.000
26 H 0.511 -1.729 -0.292  0.000
27 H 2.529 -0.844 1.496  -0.002
28 H 0.991 -0.304 2.162  0.000
29 H 0.062 -2.482 2.244  0.000
30 H 1.665 -2.614 2.970  0.000
31 H 1.610 -3.192 0.026  0.034
32 H 2.551 -3.925 1.294  -0.003
33 H -0.119 -4.722 1.904  0.000
34 H 1.041 -5.727 1.027  0.000
35 C 2.752 -1.918 -2.414  0.026
36 C 4.259 -1.640 -2.310  -0.046
37 C 4.932 -1.669 -3.687  0.026
38 C 5.108 -3.076 -4.255  -0.020
39 C 5.802 -3.994 -3.250  0.033
40 C 5.093 -4.044 -1.894  -0.011
41 N 4.922 -2.634 -1.405  0.360
42 O 5.966 -2.169 -0.827  0.558
43 C 3.752 -4.778 -2.006  0.040
44 C 5.939 -4.797 -0.876  -0.007
45 C 4.423 -0.257 -1.684  -0.005
46 H 2.401 -2.420 -1.513  0.024
47 H 2.213 -0.976 -2.513  -0.001
48 H 2.472 -2.529 -3.270  0.000
49 H 5.914 -1.196 -3.601  0.004
50 H 4.341 -1.052 -4.369  0.004
51 H 4.145 -3.496 -4.558  0.000
52 H 5.708 -3.018 -5.164  0.001
53 H 5.870 -5.011 -3.642  0.002
54 H 6.827 -3.646 -3.095  0.004
55 H 3.200 -4.719 -1.065  -0.019
56 H 3.947 -5.831 -2.210  0.001
57 H 3.110 -4.417 -2.803  0.002
58 H 6.942 -4.388 -0.800  0.002
59 H 6.013 -5.840 -1.186  0.000
60 H 5.481 -4.763 0.114  -0.001
61 H 4.009 -0.234 -0.672  -0.003
62 H 3.887 0.466 -2.305  0.000
63 H 5.463 0.046 -1.625  0.004
64 C -4.452 4.351 5.062  0.020
65 C -3.945 3.972 3.658  -0.002
66 C -2.897 4.976 3.162  0.034
67 C -3.479 6.320 2.726  -0.024
68 C -4.610 6.128 1.720  0.036
69 C -5.712 5.194 2.226  -0.003
70 N -5.068 3.909 2.663  0.426
71 O -4.840 3.108 1.691  0.510
72 C -6.509 5.850 3.358  0.016
73 C -6.695 4.875 1.107  -0.008
74 C -3.322 2.583 3.750  -0.016
75 H -5.484 4.036 5.206  -0.012
76 H -3.847 3.849 5.816  0.001
77 H -4.387 5.418 5.262  0.000
78 H -2.365 4.532 2.314  0.004
79 H -2.164 5.119 3.960  0.001
80 H -3.827 6.887 3.593  -0.001
81 H -2.688 6.921 2.273  0.001
82 H -5.063 7.087 1.461  0.001
83 H -4.199 5.712 0.794  0.005
84 H -7.219 5.143 3.788  -0.008
85 H -7.075 6.684 2.943  0.000
86 H -5.895 6.249 4.159  0.001
87 H -6.194 4.483 0.226  0.002
88 H -7.218 5.791 0.831  0.000
89 H -7.433 4.143 1.436  -0.001
90 H -4.066 1.838 4.033  -0.003
91 H -2.544 2.605 4.515  0.000
92 H -2.874 2.278 2.807  0.012

⟨S²⟩: 2.008
Spin multiplicity: 3
Net charge: +1
Orbital gap (spin up / spin down) (eV): 6.85 / 8.08
Lowest unoccupied orbital energy (spin up / spin down) (eV): -3.024 / -3.024
E_HOMO (spin up / spin down) (eV): -9.87 / -11.10
Energy (Ha): -2753.56741

---

Entry 3:
The following is a quantum chemistry calculation of a cluster of 5 separate species, C26H55N5 in total, from OMol25.

Each line ends with the Mulliken charge.
Positions of all 86 atoms, in Å:
1 C -6.048 -8.461 -4.452  -0.437
2 C -5.271 -8.954 -3.459  -0.330
3 C -4.449 -7.954 -2.909  -0.402
4 N -4.935 -6.810 -3.477  -0.014
5 C -5.908 -7.085 -4.393  -0.480
6 H -6.712 -9.092 -5.025  0.374
7 H -5.122 -9.989 -3.188  0.366
8 H -3.670 -7.935 -2.161  0.362
9 H -4.494 -5.904 -3.399  0.206
10 H -6.283 -6.310 -5.045  0.354
11 C -0.727 -1.306 0.510  -0.445
12 C -1.728 -1.723 -0.367  -0.383
13 C -0.950 -2.115 -1.513  -0.435
14 N 0.373 -1.955 -1.401  0.015
15 C 0.520 -1.593 -0.091  -0.510
16 H -0.927 -0.840 1.464  0.376
17 H -2.804 -1.703 -0.279  0.389
18 H -1.276 -2.529 -2.455  0.384
19 H 1.093 -2.249 -2.045  0.225
20 H 1.561 -1.558 0.192  0.385
21 C 0.889 2.479 -6.125  -0.936
22 C 1.600 3.307 -4.987  -0.735
23 N 2.012 4.684 -5.396  -0.062
24 C 0.880 5.591 -5.682  -0.448
25 C 1.145 7.063 -5.881  -1.324
26 C 2.949 4.669 -6.528  -0.358
27 C 4.162 3.706 -6.306  -1.382
28 H 1.675 2.050 -6.747  0.230
29 H 0.105 2.949 -6.719  0.287
30 H 0.395 1.618 -5.676  0.380
31 H 0.958 3.446 -4.117  0.419
32 H 2.498 2.805 -4.627  0.374
33 H 0.209 5.136 -6.410  0.336
34 H 0.163 5.535 -4.863  0.415
35 H 1.617 7.285 -6.838  0.278
36 H 0.326 7.725 -5.600  0.390
37 H 1.924 7.258 -5.143  0.352
38 H 3.342 5.646 -6.808  0.371
39 H 2.345 4.320 -7.365  0.397
40 H 4.621 3.967 -5.352  0.356
41 H 4.962 3.787 -7.041  0.400
42 H 3.943 2.638 -6.316  0.259
43 C -7.389 -8.357 4.115  -1.229
44 C -6.491 -7.681 5.167  -0.629
45 N -5.171 -7.259 4.620  0.095
46 C -4.113 -6.994 5.655  -0.323
47 C -2.734 -7.032 4.983  -1.306
48 C -5.264 -6.201 3.594  -0.665
49 C -5.982 -4.931 4.090  -1.008
50 H -8.252 -8.790 4.620  0.410
51 H -6.865 -9.265 3.816  0.284
52 H -7.740 -7.680 3.336  0.319
53 H -7.037 -7.056 5.874  0.443
54 H -6.271 -8.531 5.813  0.390
55 H -3.994 -7.780 6.401  0.387
56 H -4.185 -6.051 6.197  0.202
57 H -1.970 -7.239 5.732  0.393
58 H -2.564 -6.125 4.402  0.304
59 H -2.596 -7.824 4.246  0.355
60 H -4.245 -5.943 3.304  0.301
61 H -5.688 -6.613 2.678  0.353
62 H -5.461 -4.558 4.972  0.266
63 H -6.062 -4.169 3.316  0.385
64 H -6.949 -5.170 4.533  0.270
65 C 7.392 7.323 5.309  -1.105
66 C 6.421 7.815 4.296  -0.609
67 N 6.032 6.864 3.272  0.077
68 C 5.373 7.561 2.066  -0.563
69 C 6.544 7.887 1.168  -1.069
70 C 5.404 5.714 3.909  -0.361
71 C 4.894 4.633 2.890  -1.383
72 H 7.397 6.251 5.503  0.290
73 H 6.983 7.685 6.252  0.322
74 H 8.409 7.707 5.225  0.289
75 H 5.522 8.090 4.849  0.371
76 H 6.657 8.760 3.806  0.486
77 H 4.595 6.963 1.591  0.341
78 H 4.874 8.351 2.627  0.363
79 H 6.237 8.379 0.245  0.392
80 H 7.227 8.554 1.692  0.263
81 H 7.177 7.086 0.782  0.290
82 H 4.577 5.953 4.578  0.334
83 H 6.144 5.132 4.458  0.168
84 H 4.541 3.819 3.523  0.420
85 H 5.643 4.225 2.211  0.299
86 H 4.013 4.895 2.304  0.387

Relative energy (zero: lowest compared OMol25 entry of this formula, charge and spin) (kJ/mol): 192.0
Spin multiplicity: 1
Net charge: 0
Orbital gap (eV): 8.43
Lowest unoccupied orbital energy (eV): 0.440
E_HOMO (eV): -7.99
SMILES: c1cc[nH]c1.c1cc[nH]c1.CCN(CC)CC.CCN(CC)CC.CCN(CC)CC
Energy (Ha): -1297.24172